C21H46BeF2LiN9O9 as an isolated structure, computed with the ωB97M-V functional and the def2-TZVPD basis.

Geometry as XYZ:
```
89
C21H46BeF2LiN9O9 (the ωB97M-V functional and the def2-TZVPD basis)
N 1.2646 3.2857 -0.5804
C -3.0330 5.4411 -8.6306
C 1.0968 6.8915 -6.3687
H -3.3357 -5.2965 3.8664
H 5.0890 -3.5551 6.3465
C -0.9233 6.3458 -7.6978
H -2.6283 5.0025 -9.5421
H -3.5476 2.1353 -3.1142
H 1.2100 -4.0611 5.9877
H 1.2295 2.2732 3.1001
C -3.2581 -3.2733 4.5144
N -1.9422 5.4958 -7.6327
H 3.3065 1.6319 4.4932
H -0.7692 7.0818 -8.4686
H 1.5290 6.5336 -5.4409
H 4.4445 -6.0278 3.4489
H 0.9658 1.7862 0.9510
N 1.6398 -2.0617 2.7513
H 0.4355 -1.5105 1.0754
F -0.3354 -0.5709 0.1207
H 2.3126 4.9959 0.0065
H 1.8075 6.7478 -7.1784
C -2.7815 2.0444 -2.3423
H 3.1234 -2.8555 5.2949
H -1.1217 2.3899 -3.6807
C -0.4763 1.9450 -0.6708
H -3.9991 3.6073 -7.9997
H -5.0267 4.7157 -8.8986
N 0.3569 -5.3197 -0.8283
H -3.9586 -1.9506 3.2093
C 1.8411 -0.8263 3.1162
C -3.1412 -4.3222 3.4203
C -4.2386 4.6597 -8.1525
H -4.6252 5.0612 -7.2153
N 2.6880 1.0325 3.9795
N 1.0610 0.2147 2.7444
H 0.7725 -3.2788 1.3484
C 1.4655 -5.7868 -1.7053
H -0.1464 4.7805 -5.0121
H 2.3100 -4.0124 2.6385
O 4.3202 -5.1803 2.9996
H 2.9551 -4.4910 4.6834
N -0.1274 6.1378 -6.6542
C 0.5632 3.6141 -1.6718
C 2.4921 3.9340 -0.1499
O 1.7788 -6.2818 9.0969
O 4.8483 -4.4897 6.1883
O 1.1609 -3.5347 5.1855
H -2.4902 3.9291 -6.2882
H -2.5259 -2.9113 1.6365
C -0.6467 5.1084 -5.9044
C 2.5021 -3.5054 4.6570
Li -2.4102 -1.4374 5.9871
H 2.3708 -5.7998 -1.1058
Be 3.7227 -4.5187 7.0768
H -1.2891 1.1902 -0.5298
H -4.0495 -3.5934 5.2006
H -1.8111 3.8564 -2.9732
O 0.1241 -5.9872 0.1595
C 1.5913 1.2682 3.2389
H -1.1642 -3.8554 1.0869
H 1.6307 -7.0712 9.6293
H -2.5628 0.9879 -2.2035
N 2.8404 -0.3434 3.8997
H 3.2640 3.8019 -0.9054
O -0.2352 -4.3141 -1.1522
H 3.6040 -0.7773 4.3847
H 0.8210 4.3862 -2.3739
H -3.1829 2.4231 -1.4032
C -1.7805 4.7001 -6.5247
H 3.5722 -2.8280 2.9655
O -3.5166 -1.9472 4.0631
C 0.5088 -2.3439 1.8360
H 2.8240 3.4861 0.7809
C 2.5504 -3.1187 3.2005
C -1.5790 -3.3449 1.9558
O -1.8295 -4.3507 2.9356
H 0.9175 -5.8555 9.0608
N -0.5111 2.8065 -1.7299
H 1.5553 -5.0993 -2.5371
H -2.2726 -3.2352 5.0049
H -3.3181 6.4678 -8.8538
C 0.6174 2.2392 0.0509
O -0.7258 -2.3948 2.4987
H 1.2112 -6.7853 -2.0462
F -2.3839 1.0756 0.6727
H 0.8565 7.9469 -6.2720
H -3.9067 -4.1699 2.6546
C -1.5449 2.8157 -2.7656
```

Charge: +2
Electronic energy in eV: -60375.2956

Here are the Löwdin charges for atoms 1 to 4, given in e:
1 N -0.11
2 C -0.15
3 C 0.03
4 H 0.13



C21H46BrLiN4OPSi2 as an isolated structure, computed with the ωB97M-V functional and the def2-TZVPD basis.

Geometry as XYZ:
```
77
C21H46BrLiN4OPSi2 (the ωB97M-V functional and the def2-TZVPD basis)
C 7.6339 -0.0124 0.5476
H 3.1698 -0.9660 4.1389
H -7.4709 2.0509 1.2083
C 3.3606 -0.2895 1.9959
H -7.1130 -0.0146 1.8612
C 0.0278 -1.7584 -1.5516
H 1.9987 2.5996 -4.4161
H 5.4294 0.0317 -1.3444
H -4.5491 -2.9164 0.5512
H 5.6113 1.2995 -0.1695
H -0.7412 1.4984 -2.0942
H -0.8372 -1.2780 -2.0097
N 6.9974 -1.1757 4.1427
H -0.3957 -3.0612 0.1083
C -0.3260 -1.9900 -0.0619
C 2.0113 -0.6591 -3.5312
H -9.0265 1.6758 1.9554
H 8.3875 -0.7734 0.7065
C -4.0928 -1.9361 0.6035
C -9.0863 2.9602 0.1632
H -8.2639 -1.2900 1.5180
H 7.8182 0.5259 -0.3726
H 0.2561 -2.6727 -2.0835
H 8.8009 -0.3319 2.7693
N 8.2526 0.5001 2.9343
H 0.0748 1.5429 0.0388
H 3.0143 1.7383 -5.5110
H 8.3599 1.8626 1.3684
H 7.4295 -1.7239 3.4085
C -1.6193 -1.3054 0.3697
C -6.5787 -1.3540 0.2157
C 7.2647 0.2158 3.8848
C -5.1282 -0.8245 0.3629
C -8.4430 0.4358 0.2604
H -9.4840 3.7075 0.8359
N 1.3246 2.7830 -1.6869
Li -10.6870 1.0560 -0.0051
C 6.2152 -0.6350 0.5292
C 3.3715 -0.7712 3.1247
H -8.0513 0.6081 -0.7347
H 3.3039 1.6967 -3.7443
H -9.9091 2.6788 -0.5023
H -6.6027 -2.3975 0.4898
H 1.5287 -1.5348 -3.9374
H -8.3092 3.4248 -0.4195
C 7.7185 1.0390 1.6601
H -3.1014 -1.1818 -1.1373
Si 1.4262 -0.4886 -1.7210
H 6.7429 1.4515 1.8882
P 0.4554 1.5092 -1.3318
Br 3.9223 -1.0353 -3.6687
H -4.8960 -0.2679 -0.5393
H 1.5596 0.0646 -5.4490
H 0.8831 3.3629 -2.3868
H -9.4575 0.0015 0.1712
C 1.5888 0.5039 -4.4574
H 5.9218 -0.7214 1.5665
H -2.6499 -2.8272 -0.7712
H -3.7395 -1.8260 1.6228
H -1.6935 -1.4169 1.4456
H 5.9660 0.7252 5.1138
H 0.4602 -1.6331 0.5955
H 6.0017 -1.3131 4.0227
C 5.2878 0.2702 -0.2963
H -1.4960 -0.2396 0.1886
H 0.5673 0.8077 -4.2526
C 2.5673 1.6862 -4.5319
O 2.5853 -0.9497 -0.6237
C -7.5925 -0.5680 1.0695
C -2.8656 -1.8621 -0.3264
N 6.6329 1.1357 4.4682
H 2.9502 1.5578 0.1282
H -5.0982 -0.1191 1.1850
H -6.8909 -1.2692 -0.8203
C -8.4987 1.7917 1.0151
Si 3.4827 0.1889 0.2059
H 6.3324 -1.5976 0.0496
```

Charge: +1
Electronic energy in eV: -125815.6707

Here are the Löwdin charges for atoms 1 to 4, given in e:
1 C -0.18
2 H 0.02
3 H 0.12
4 C -0.15



A 8-piece molecular cluster, C21H46Cl12O3S3 overall, computed with the ωB97M-V functional and the def2-TZVPD basis.

Geometry as XYZ:
```
85
C21H46Cl12O3S3 (the ωB97M-V functional and the def2-TZVPD basis)
H -15.9571 -11.3662 -6.0072
H -18.1597 -11.1259 -4.4987
H -10.7480 -11.7435 0.3694
H -16.2146 -17.1402 4.5303
H -11.1096 -13.0759 -1.6084
H -14.8868 -12.7504 -5.8215
H -15.6219 -12.6900 -0.2878
C -19.0945 -16.7024 3.8908
H -15.5707 -14.3052 1.5710
C -10.1524 -9.2574 3.1392
C -10.1062 -12.9883 -1.1772
H -9.3337 -8.9026 -4.2318
H -20.0257 -16.5041 4.4187
C -18.1037 -12.1660 -4.1672
H -13.1307 -9.8101 -1.1259
H -9.3731 -13.0769 -1.9818
H -13.6749 -12.6650 1.4054
H -10.7116 -14.1698 0.5471
H -15.7715 -9.9087 -1.1310
Cl -11.4471 -10.2510 2.4829
H -15.4807 -15.7434 3.7537
H -18.6635 -12.2846 -3.2465
H -17.2420 -15.4889 -0.7947
H -16.5844 -13.0028 -6.3187
H -18.8110 -16.6054 0.7370
C -12.3732 -5.7997 -0.2334
H -9.4728 -11.0687 -3.1616
C -10.0493 -11.6318 -0.4698
C -10.5140 -10.4690 -1.3359
H -12.7965 -12.1165 -1.4238
C -9.6018 -10.1863 -2.5240
C -16.3827 -16.3495 3.7975
C -13.7277 -10.4729 -0.4935
H -19.3513 -16.8116 2.8368
S -17.1196 -17.9344 -0.4561
Cl -12.8061 -15.0315 -2.7158
Cl -8.6799 -9.4878 2.1988
C -14.5839 -14.6540 1.2510
H -12.8239 -13.8275 0.3672
O -16.3010 -13.9966 -3.5352
S -16.3254 -12.5556 -3.9448
H -14.6868 -15.4909 0.5662
H -19.4200 -17.2208 -0.7632
H -11.5282 -10.6914 -1.6862
H -14.1067 -15.0059 2.1704
Cl -11.2087 -4.5403 0.2043
H -11.0164 -8.9813 -3.7364
S -17.8715 -15.4164 4.2010
H -10.5840 -9.5582 -0.7323
C -9.9929 -8.9730 -3.3639
H -16.4381 -16.8085 2.8041
C -13.8348 -11.8017 -1.2656
Cl -10.6874 -7.5658 2.9759
Cl -9.8366 -9.7223 4.8014
H -14.6468 -13.7241 -1.2638
Cl -12.0592 -12.8377 -4.4084
C -13.8088 -13.4702 0.6813
Cl -13.2202 -5.2813 -1.6842
C -15.9147 -12.4106 -5.6953
H -8.5764 -10.0571 -2.1549
C -15.0758 -9.7671 -0.3047
H -19.2094 -18.3176 0.6656
H -14.2505 -11.6429 -2.2608
H -15.6753 -16.2728 -1.3092
Cl -13.5173 -5.9749 1.1513
Cl -13.0561 -15.3286 -5.5700
C -14.5809 -12.9153 -0.5268
C -12.1162 -14.6029 -4.2661
H -9.8144 -8.0762 -2.7663
C -18.7989 -17.4890 0.0925
O -18.0454 -14.3755 3.1404
H -17.1252 -16.4602 -2.3102
H -13.1969 -10.6379 0.4401
Cl -10.4364 -15.2499 -4.3661
H -10.0183 -15.1433 -0.7069
H -15.5967 -10.0937 0.6002
H -14.8830 -8.7035 -0.1417
H -9.0706 -11.4479 -0.0164
H -8.9365 -14.0604 0.2159
Cl -11.5823 -7.3369 -0.4760
C -9.9329 -14.1726 -0.2185
H -18.4669 -12.7976 -4.9759
H -18.7301 -17.6795 4.2188
O -16.2455 -18.0448 0.7561
C -16.7593 -16.3231 -1.2931
```

Charge: 0
Electronic energy in eV: -211437.2839

Here are the Löwdin charges for atoms 1 to 4, given in e:
1 H 0.06
2 H 0.05
3 H 0.06
4 H 0.06



A 3-piece molecular cluster, C21H46ClN6O5P3 overall, computed with the ωB97M-V functional and the def2-TZVPD basis.

Geometry as XYZ:
```
82
C21H46ClN6O5P3 (the ωB97M-V functional and the def2-TZVPD basis)
C 3.8243 -2.3157 -1.3690
H -5.7210 -2.0525 3.6817
Cl -9.6071 -2.5286 1.5464
C -5.2467 0.0050 1.7189
H 4.2390 0.4280 -5.4142
C -9.4632 1.9262 2.7201
H -4.9300 0.3938 0.7346
C 2.0623 2.9536 1.2285
C 1.1807 0.4305 -0.8920
H -1.8855 0.8925 3.4717
C -10.7538 0.0716 1.7778
C -6.7157 -2.0719 3.2079
H -0.4287 -1.4832 0.8616
H 2.9079 1.7221 3.2391
C -9.4759 -0.7873 1.6675
N 5.5454 -1.0736 -4.6796
P -6.7359 -1.1003 1.5904
H 1.9546 3.0972 0.1527
H 8.5884 0.6821 -2.8128
H 1.6576 0.5445 3.4873
H 3.4896 -1.3940 -0.8950
H -4.4147 -0.6518 2.0410
H 1.5822 3.7993 1.7289
H 7.4443 0.8186 -4.1227
C 7.2269 -0.7341 -1.1806
H 0.9772 0.1203 -1.9195
H 2.1194 1.0009 -0.9105
H -7.4275 -1.5719 3.8971
H -0.0150 -1.9198 2.5271
H -1.4226 -0.7558 3.8214
H -1.2436 2.7178 -1.0335
H 3.0237 -2.6852 -2.0205
C 6.6859 -1.8231 -5.1736
C -8.3955 1.3963 1.7314
H -5.9730 0.8791 3.6510
H -4.3147 1.2775 3.1983
H 1.1845 -1.1371 1.5623
H 3.1326 2.9871 1.4350
H 5.0494 -3.7143 -3.5013
H 6.8671 -2.7398 -4.6240
H -5.5917 2.1295 2.3572
H 7.6185 -1.2417 -5.1786
C -1.5778 -0.0429 3.0059
N 1.4840 1.6575 1.6662
H 1.2877 2.2605 3.7151
N 6.9075 -0.6147 -2.6238
O -7.7365 2.1203 1.0634
H 7.0483 1.5249 -2.5542
O -1.7433 1.7605 1.1430
C 0.1105 -1.1527 1.7578
C -0.3194 2.2183 -1.3232
O -9.1841 2.9954 3.5210
H 5.9451 0.7167 -5.7665
O 3.6747 -0.5958 -3.2632
N 5.0656 -2.1124 -2.1081
O -11.7406 -0.1476 1.1649
P 5.1882 -0.6491 -3.0334
N 0.0628 1.1879 -0.3580
H 1.3626 -0.4964 -0.3579
H -11.4212 1.5461 3.4052
H -0.4974 1.7808 -2.3081
H 6.6389 -3.3540 -2.7545
C -10.6100 1.2697 2.7247
C 7.5231 0.6707 -3.0448
C 5.5607 -3.3867 -2.5876
H 5.4263 -4.1645 -1.8308
H 7.0169 -1.7281 -0.7980
C 5.1771 -0.0635 -5.6710
H 0.4559 2.9897 -1.4279
C -8.3137 -0.1375 1.6683
H 6.5013 -2.1422 -6.2031
P -0.2405 1.5882 1.2977
H 6.6763 -0.0048 -0.5807
H -2.3986 -0.4105 2.3807
N -0.3543 0.1350 2.2352
C 1.8387 1.5431 3.1013
H 3.9674 -3.0415 -0.5628
H 5.0313 -0.5181 -6.6537
H -7.0829 -3.0926 3.0234
H 8.2961 -0.5762 -1.0186
H -8.2888 2.8293 3.8612
C -5.3377 1.1454 2.7856
```

Charge: 0
Structure (SMILES): CCP(C)C1=C(Cl)C(=O)C=C(O)C1=O.CN(C)P(=O)(N(C)C)N(C)C.CN(C)P(=O)(N(C)C)N(C)C
Electronic energy in eV: -82084.1821

Here are the Löwdin charges for atoms 1 to 4, given in e:
1 C -0.15
2 H 0.04
3 Cl 0.70
4 C -0.41



A 4-piece molecular cluster, C21H46N3O7PS3 overall, computed with the ωB97M-V functional and the def2-TZVPD basis.

Geometry as XYZ:
```
81
C21H46N3O7PS3 (the ωB97M-V functional and the def2-TZVPD basis)
H 7.4690 0.2846 -3.4919
H 6.5637 -0.0093 2.1062
H -9.1084 0.1322 0.1626
H -7.4727 0.2095 3.4638
H -7.2122 2.2339 -1.4494
H -2.8978 3.6819 -0.5403
C -7.9540 1.9124 -3.4524
C 4.9090 -2.6541 1.6411
O -8.2766 -0.4483 -4.6072
C 0.0639 -0.7656 1.8433
H 9.2037 -0.1599 -5.0932
P -2.6147 2.5255 0.2270
H -5.2255 0.1901 3.5670
H 1.8082 -0.7076 0.6604
N -7.0750 0.5596 2.6043
C 8.4651 0.1617 -3.0716
C -6.4713 -0.1727 -2.6770
H -5.0065 1.2223 -1.8727
C -7.6308 -0.0756 1.4800
H -7.6697 -1.4153 0.1483
H -8.9039 2.3889 -3.2216
H -3.5913 2.4340 3.8438
C -0.7458 0.1179 0.8712
H 7.3366 -2.8216 3.0431
H -6.5649 -0.5876 -1.6746
S 4.7901 -1.3578 2.8784
C -5.6077 0.5786 2.6291
H 6.6794 -3.5995 0.7951
H -5.1745 2.2281 1.3514
H 8.3872 -2.3504 -4.3157
H 4.1820 -2.4580 0.8568
C -2.9220 3.1686 1.9350
H 0.7118 -2.0289 0.2781
H 10.3968 -2.0987 -2.0151
H -0.6020 -1.4907 2.2956
C 6.3530 -2.6122 1.1220
H 8.8267 1.1129 -2.6900
H -3.1189 1.1547 2.7298
H 10.4553 -0.1476 -3.8591
C 6.5024 -0.8477 2.7994
O 6.9866 -1.5064 -1.6666
H -5.1853 -0.0405 1.8453
C 9.3934 -2.2553 -2.4096
H 8.2308 -1.8105 1.9038
H -0.5101 -0.1826 -0.1426
O 4.5475 -1.9655 4.1637
O -9.0776 -0.1370 -2.2454
S -8.1288 0.1384 -3.3010
C -5.7582 1.1852 -2.6610
H 0.4784 -0.1495 2.6367
H -5.9834 -0.8906 -3.3308
H -1.8013 -0.0519 1.0467
H -6.4437 3.2624 -2.6601
H -0.4297 1.9316 2.0353
O 8.9649 -0.4439 -0.5306
H 1.7527 -2.1453 1.7227
N -8.7854 0.5565 1.0228
H -3.6041 4.0093 1.8322
C 9.4360 -0.4721 -4.0765
H 6.4193 -1.9475 0.2645
H 6.8325 -0.5425 3.7896
H -8.6374 1.5440 0.8522
H 10.1394 -2.5120 -4.4350
C -0.3318 1.5649 1.0137
H -7.6663 2.1262 -4.4810
H 0.7271 1.6132 0.7788
H 4.6784 -3.5987 2.1306
C 7.2334 -2.0699 2.2562
H -5.2451 1.3444 -3.6115
C -3.6077 2.1207 2.8065
H -2.0203 3.5579 2.4015
C -6.8343 2.2630 -2.4746
H 9.0250 -3.2372 -2.1219
H -5.6761 2.6730 3.0189
S 8.3364 -0.9964 -1.7048
C 9.3373 -1.9945 -3.9118
C -5.0885 1.9963 2.4089
C 1.1825 -1.4819 1.0858
O -0.9606 2.4725 0.0993
O 3.9512 -0.2925 2.3861
N -7.1349 -1.1237 0.9617
```

Charge: 0
Structure (SMILES): [H]/N=C(\N)NCCCCPOCCCC.O=S1(=O)CCCC1.O=S1(=O)CCCC1.O=S1(=O)CCCC1
Electronic energy in eV: -83119.2725

Here are the Löwdin charges for atoms 1 to 4, given in e:
1 H 0.11
2 H 0.11
3 H 0.05
4 H 0.12



C21H46N3OP2STl as an isolated structure, computed with the ωB97M-V functional and the def2-TZVPD basis.

Geometry as XYZ:
```
75
C21H46N3OP2STl (the ωB97M-V functional and the def2-TZVPD basis)
H 0.8325 1.8071 3.1205
H -0.1798 -0.4172 6.6124
Tl -0.5534 0.0423 -0.6875
H 0.5568 -2.4646 5.2527
H 2.3024 -3.2724 -1.8461
C -1.0458 3.5852 -2.1577
C -0.9160 3.2144 1.4992
H -1.1394 2.9377 -3.0461
H 1.0091 -5.3995 0.8080
H 1.4668 -5.0457 -0.8680
C -2.4353 -3.5474 -1.9964
C 2.7231 -1.1435 -1.9134
H -2.8844 2.8187 -1.1943
C -3.8213 -0.0257 0.4530
C 0.8387 -0.1711 2.8850
P 0.0866 -2.4314 -1.3461
C -1.0360 -3.2914 -2.5798
C 0.3064 -3.4774 0.1664
H -1.1214 -2.3290 1.3826
H -1.1377 5.3691 -3.3425
P 0.0800 2.5820 -1.0387
H -1.8024 0.1795 -1.9990
H -3.0992 -3.8450 -2.8235
H 0.5420 -4.3821 -3.6447
C -0.4401 -4.5592 -3.1881
H -0.2194 -5.5043 -0.4517
H 1.4402 -0.3934 6.0185
H 3.3554 -1.1802 -1.0205
C 0.3001 3.4310 0.5881
C 1.7842 -2.3482 -2.1326
H 1.4570 0.1453 -2.7458
N 1.9581 0.1125 -1.8927
H -0.9626 -1.7052 4.7183
H -1.7979 -3.8131 0.6459
H -2.8735 -2.6577 -1.5204
H -2.4279 -4.3839 -1.2845
C -2.4491 3.7621 -1.5536
S 1.2632 -0.0702 1.1912
H -0.2152 5.5182 0.2255
H -3.1101 4.1601 -2.3379
H 1.5708 -2.3687 -3.2110
C 0.6652 -4.9381 -0.1334
N 0.6913 -1.3807 3.4860
N 0.7129 0.9359 3.6363
H -0.6797 -3.9388 2.0147
H 0.5292 4.8077 -3.0730
H 3.3501 1.3042 -0.8791
C -0.9077 -3.3674 1.0989
H -1.8021 3.7204 1.1078
H 2.2889 3.4749 -1.4590
H -0.3603 -5.3702 -2.4441
H 1.0170 5.2534 1.4580
H 3.3948 1.4441 -2.6489
H -2.4453 4.5030 -0.7422
O -4.8125 -0.0680 1.0243
C 0.1553 0.9536 4.9818
H 1.1575 2.8754 1.0118
H -0.9312 1.1351 4.9205
H -1.1322 -2.5373 -3.3776
H -1.1241 -4.9138 -3.9757
C -0.4554 4.9217 -2.6022
H 3.3961 -1.1108 -2.7946
H -0.6857 3.6585 2.4790
H 1.1659 -2.9822 0.6564
C 0.4140 -0.3587 5.6922
C 1.7708 2.5910 -1.8416
H 1.4684 5.1068 -0.2491
H -0.3823 5.6343 -1.7644
C 0.6687 4.9141 0.4697
H 1.5532 2.7288 -2.9060
H 0.8134 -2.1674 2.8619
C 0.1284 -1.5668 4.8213
C 2.7111 1.3668 -1.7659
H -1.1386 2.1461 1.6443
H 0.5996 1.7867 5.5476
```

Charge: +2
Electronic energy in eV: -63133.4065

Here are the Löwdin charges for atoms 1 to 4, given in e:
1 H 0.12
2 H 0.14
3 Tl 0.36
4 H 0.13



> electronic energy of number 4 (C21H46ClN6O5P3)?

-82084.1821 eV